[1]
Formula: C27H46BIrN6O
Source: the Open Molecules 2025 dataset
Level of theory: ωB97M-V/def2-TZVPD

ORCA input file:
```
! RIJCOSX wB97M-V def2-TZVPD def2/J DEFGRID3
* xyz 0 5
Ir 0.440 0.145 0.315
C -3.252 -2.513 3.505
C -1.902 -2.415 2.868
C -0.825 -3.258 3.001
C 0.178 -2.742 2.158
N -0.259 -1.619 1.586
N -1.548 -1.436 2.012
B -2.480 -0.402 1.329
N -2.427 -0.599 -0.225
N -1.275 -0.442 -0.953
C -1.558 -0.681 -2.221
C -2.922 -1.001 -2.337
C -3.436 -0.941 -1.058
C -4.843 -1.191 -0.613
C -0.534 -0.601 -3.334
C -0.992 0.455 -4.347
C -0.448 -1.967 -4.026
C 0.849 -0.221 -2.813
N -2.126 1.066 1.678
N -1.026 1.666 1.130
C -1.135 2.975 1.364
C -2.286 3.208 2.140
C -2.893 1.984 2.296
C -4.179 1.656 2.982
C -0.189 4.041 0.847
C 0.667 3.541 -0.315
C -1.034 5.223 0.347
C 0.722 4.521 1.990
C 1.511 -3.411 1.906
C 2.306 -3.476 3.221
C 1.224 -4.842 1.420
C 2.340 -2.700 0.846
H -3.244 -3.320 4.234
H -4.031 -2.724 2.771
H -3.525 -1.591 4.017
H -0.783 -4.157 3.606
H -3.601 -0.615 1.703
H -3.471 -1.250 -3.236
H -5.451 -1.438 -1.483
H -5.276 -0.313 -0.131
H -4.903 -2.019 0.094
H -1.965 0.197 -4.776
H -0.265 0.531 -5.165
H -1.080 1.437 -3.870
H -1.418 -2.266 -4.435
H -0.124 -2.739 -3.319
H 0.275 -1.926 -4.849
H 0.846 0.764 -2.337
H 1.558 -0.189 -3.646
H 1.220 -0.949 -2.086
H -2.656 4.158 2.509
H -4.550 2.544 3.489
H -4.052 0.866 3.722
H -4.941 1.323 2.274
H 0.046 3.079 -1.094
H 1.410 2.812 0.007
H 1.196 4.392 -0.761
H -1.649 4.928 -0.510
H -0.373 6.037 0.033
H -1.700 5.612 1.124
H 1.365 3.707 2.336
H 0.133 4.885 2.839
H 1.365 5.336 1.640
H 1.774 -4.062 3.978
H 2.477 -2.474 3.626
H 3.281 -3.947 3.044
H 0.619 -5.400 2.141
H 2.169 -5.380 1.278
H 0.688 -4.828 0.464
H 2.665 -1.709 1.170
H 1.773 -2.572 -0.085
H 3.229 -3.302 0.624
C 2.004 0.738 3.037
O 2.792 1.134 1.924
C 2.416 0.665 0.680
C 3.511 0.811 -0.300
H 2.354 -0.212 3.442
H 0.946 0.632 2.802
H 2.098 1.499 3.810
H 4.433 1.075 0.220
H 3.312 1.591 -1.055
H 3.684 -0.123 -0.857
*
```

Results
- Gap between HOMO and LUMO (spin up / spin down): 5.6 / 7.7 eV
- HOMO (spin up / spin down): -5.0 / -8.1 eV

[2]
Formula: C5H18NOPb
Source: the Open Molecules 2025 dataset
Level of theory: ωB97M-V/def2-TZVPD

ORCA input file:
```
! RIJCOSX wB97M-V def2-TZVPD def2/J DEFGRID3
* xyz 1 1
C -0.461 2.988 -0.755
Pb -0.920 1.834 1.028
N -0.433 -0.550 2.457
H -2.688 1.261 0.836
H -0.874 -1.317 1.968
H -0.366 1.388 2.686
H -0.690 4.068 -0.496
H -0.595 2.853 -1.813
H 0.590 2.814 -0.566
H 0.580 -0.611 2.437
H -0.772 -0.452 3.412
C -1.854 -1.551 -1.100
C -0.342 -1.483 -1.093
O 0.104 -0.191 -0.666
C 1.525 0.022 -0.909
C 2.400 -0.648 0.129
H -2.290 -1.354 -0.122
H -2.145 -2.565 -1.408
H -2.288 -0.858 -1.834
H 0.087 -2.243 -0.411
H 0.058 -1.691 -2.109
H 1.767 -0.354 -1.905
H 1.671 1.104 -0.905
H 2.232 -1.743 0.164
H 3.439 -0.490 -0.160
H 2.264 -0.231 1.136
*
```

Results
- Gap between HOMO and LUMO: 9.4 eV
- HOMO: -13.7 eV
- ΔE to the lowest compared entry with this formula, charge and spin: 51.1 kcal/mol

[3]
Formula: C5H9NO
Source: the Open Molecules 2025 dataset
Level of theory: ωB97M-V/def2-TZVPD

ORCA input file:
```
! RIJCOSX wB97M-V def2-TZVPD def2/J DEFGRID3
* xyz 0 1
C -0.740 0.643 1.574
C 0.087 -0.471 1.148
N -0.555 -1.620 0.548
C 0.420 -0.845 -0.234
C -0.113 -0.116 -1.437
C 0.619 1.161 -1.752
O 1.530 1.613 -1.097
H -1.388 1.126 0.837
H -1.264 0.567 2.543
H 0.177 1.386 1.739
H 0.971 -0.751 1.902
H -0.140 -2.481 0.899
H 1.415 -1.272 -0.369
H -1.176 0.123 -1.298
H -0.079 -0.755 -2.333
H 0.256 1.694 -2.660
*
```

Results
- Gap between HOMO and LUMO: 10.7 eV
- HOMO: -9.7 eV
- ΔE to the lowest compared entry with this formula, charge and spin: 58.9 kcal/mol
- SMILES: C[C@H]1N[C@H]1CC=O

| no. | strongest force on any atom (eV/A) | total energy (eV) |
| --- | --- | --- |
| 1 | 0.7 | -43248.09664 |
| 2 | 2.7 | -14251.63218 |
| 3 | 4.3 | -8866.65896 |